[1]
Below is a molecular structure, C5H6N, with properties calculated with ωB97M-V with the def2-TZVPD basis set.

```
! wB97M-V def2-TZVPD RIJCOSX def2/J DEFGRID3
* xyz 1 1
C -1.369 -0.980 0.146
C -1.111 0.260 1.043
C -2.254 0.091 -0.224
C -1.108 0.934 -0.330
C 1.799 -0.033 0.027
N -0.210 -0.213 -0.189
H -1.390 -2.108 0.213
H -3.324 0.159 -0.113
H -1.130 1.880 -0.729
H 2.110 0.755 -0.695
H 1.872 0.129 1.158
H 2.072 -0.944 -0.236
*
```

Computed properties:
energy above the lowest of the compared OMol25 structures with the same formula, charge and spin: 185.9 kcal per mole
max |F|: 5.5 eV Å⁻¹
LUMO: -5.39 eV
E: -6757.118 eV

Charges per atom according to natural (NBO) partitioning, unit e: number 1, C, carries -0.04; number 2, C, carries -0.01; number 3, C, carries -0.11; number 4, C, carries -0.05; number 5, C, carries -0.12; number 6, N, carries -0.24; number 7, H, carries 0.31; number 8, H, carries 0.29; number 9, H, carries 0.28; number 10, H, carries 0.24; number 11, H, carries 0.26; number 12, H, carries 0.19

=====

[2]
Below is C8H9N in the gas phase, with properties calculated with ωB97M-V with the def2-TZVPD basis set.

```
! wB97M-V def2-TZVPD RIJCOSX def2/J DEFGRID3
* xyz 0 1
C -0.127 1.585 -0.352
C -1.393 1.073 -0.597
C 1.117 1.018 0.033
C -1.556 -0.386 -0.317
C -0.466 -1.056 -0.605
C 1.622 -0.194 -0.234
C -2.767 -0.839 0.412
C 2.976 -0.735 0.374
N 0.753 -1.097 -0.915
H -0.024 2.643 -0.498
H -2.275 1.586 -0.977
H 1.719 1.642 0.643
H -2.610 -1.771 0.991
H -3.638 -1.190 -0.316
H -3.061 0.142 0.903
H 2.902 -0.755 1.444
H 3.657 0.104 0.003
H 3.172 -1.771 0.008
*
```

Computed properties:
energy above the lowest of the compared OMol25 structures with the same formula, charge and spin: 78.0 kcal per mole
max |F|: 3.4 eV Å⁻¹
LUMO: 0.57 eV
SMILES string: CC1=C=NC(C)=CC=C1
E: -9928.210 eV

Charges per atom according to natural (NBO) partitioning, unit e: number 1, C, carries -0.19; number 2, C, carries -0.16; number 3, C, carries -0.31; number 4, C, carries -0.24; number 5, C, carries 0.40; number 6, C, carries 0.24; number 7, C, carries -0.62; number 8, C, carries -0.65; number 9, N, carries -0.47; number 10, H, carries 0.21; number 11, H, carries 0.22; number 12, H, carries 0.21; number 13, H, carries 0.23; number 14, H, carries 0.22; number 15, H, carries 0.23; number 16, H, carries 0.23; number 17, H, carries 0.23; number 18, H, carries 0.24

=====

[3]
Below is a molecular structure, C20H39B3F9IO11S, with properties calculated with ωB97M-V with the def2-TZVPD basis set.

```
! wB97M-V def2-TZVPD RIJCOSX def2/J DEFGRID3
* xyz 0 1
O 1.800 -0.407 3.226
C 0.933 -1.150 3.119
I 0.641 -2.320 1.329
C -0.106 -1.322 4.243
B -1.091 -0.051 4.083
O -0.525 1.208 4.313
B -0.803 1.954 3.150
C 0.272 2.785 2.329
C -0.142 2.890 0.830
O -0.517 1.632 0.261
O -2.128 1.926 2.684
B -2.618 0.635 2.588
C -3.436 0.087 1.335
C -4.547 1.138 0.981
C -5.979 0.593 1.033
F -5.924 -0.649 0.458
F -6.798 1.297 0.233
C -6.554 0.355 2.458
F -7.502 -0.586 2.350
F -5.662 -0.158 3.284
S -7.371 1.828 3.300
F -8.161 0.827 4.277
F -6.196 1.846 4.408
F -6.537 2.893 2.459
F -8.589 1.829 2.294
F -8.054 3.040 4.068
O -2.406 -0.242 3.683
H -0.692 -2.234 4.057
H 0.357 -1.295 5.238
H 0.259 3.815 2.732
H 1.246 2.283 2.439
H -0.919 3.644 0.663
H 0.768 3.219 0.289
H 0.115 0.963 0.565
H -3.803 -0.921 1.554
H -2.697 0.063 0.514
H -4.404 2.056 1.569
H -4.390 1.434 -0.069
C 6.279 3.431 1.617
O 6.077 3.816 0.274
C 4.994 3.121 -0.324
C 4.511 3.846 -1.563
O 3.656 4.944 -1.267
C 4.287 6.116 -0.760
C 5.039 6.899 -1.818
O 6.313 6.319 -2.053
C 6.857 6.715 -3.293
H 6.506 2.361 1.686
H 7.123 3.998 2.006
H 5.395 3.665 2.221
H 4.164 3.026 0.387
H 5.352 2.120 -0.603
H 3.893 3.151 -2.137
H 5.340 4.145 -2.206
H 4.921 5.884 0.097
H 3.470 6.745 -0.397
H 5.197 7.928 -1.469
H 4.452 6.917 -2.744
H 6.219 6.380 -4.118
H 7.833 6.244 -3.399
H 6.981 7.803 -3.335
C 1.957 -7.957 -4.183
O 0.862 -7.653 -3.348
C 1.275 -7.160 -2.083
C 0.135 -6.433 -1.397
O -0.052 -5.103 -1.871
C -0.665 -4.973 -3.150
C -2.154 -5.256 -3.135
O -2.394 -6.655 -3.165
C -3.692 -6.981 -2.717
H 2.591 -8.727 -3.730
H 1.566 -8.332 -5.128
H 2.548 -7.057 -4.386
H 2.125 -6.477 -2.201
H 1.580 -8.018 -1.469
H 0.395 -6.326 -0.341
H -0.793 -7.004 -1.444
H -0.147 -5.574 -3.899
H -0.527 -3.925 -3.427
H -2.620 -4.815 -4.026
H -2.600 -4.812 -2.236
H -3.826 -6.676 -1.673
H -3.808 -8.062 -2.778
H -4.453 -6.505 -3.345
*
```

Computed properties:
max |F|: 3.9 eV Å⁻¹
LUMO: 0.11 eV
E: -89319.367 eV

Charges per atom according to Mulliken partitioning, unit e: number 1, O, carries -0.42; number 2, C, carries 0.13; number 3, I, carries 0.04; number 4, C, carries -0.31; number 5, B, carries 0.09; number 6, O, carries -0.31; number 7, B, carries 0.08; number 8, C, carries -0.44; number 9, C, carries -0.42; number 10, O, carries -0.46; number 11, O, carries 0.08; number 12, B, carries 0.21; number 13, C, carries -0.50; number 14, C, carries -1.01; number 15, C, carries 0.75; number 16, F, carries -0.33; number 17, F, carries -0.31; number 18, C, carries 0.55; number 19, F, carries -0.30; number 20, F, carries -0.21; number 21, S, carries 1.34; number 22, F, carries -0.31; number 23, F, carries -0.31; number 24, F, carries -0.31; number 25, F, carries -0.29; number 26, F, carries -0.29; number 27, O, carries -0.35; number 28, H, carries 0.31; number 29, H, carries 0.29; number 30, H, carries 0.31; number 31, H, carries 0.19; number 32, H, carries 0.37; number 33, H, carries 0.26; number 34, H, carries 0.24; number 35, H, carries 0.32; number 36, H, carries 0.42; number 37, H, carries 0.45; number 38, H, carries 0.43; number 39, C, carries -0.75; number 40, O, carries -0.26; number 41, C, carries -0.34; number 42, C, carries -0.47; number 43, O, carries -0.44; number 44, C, carries -0.41; number 45, C, carries -0.59; number 46, O, carries -0.26; number 47, C, carries -0.77; number 48, H, carries 0.32; number 49, H, carries 0.24; number 50, H, carries 0.29; number 51, H, carries 0.14; number 52, H, carries 0.44; number 53, H, carries 0.42; number 54, H, carries 0.20; number 55, H, carries 0.20; number 56, H, carries 0.39; number 57, H, carries 0.42; number 58, H, carries 0.35; number 59, H, carries 0.33; number 60, H, carries 0.23; number 61, H, carries 0.32; number 62, C, carries -0.77; number 63, O, carries -0.25; number 64, C, carries -0.59; number 65, C, carries -0.40; number 66, O, carries -0.39; number 67, C, carries -0.43; number 68, C, carries -0.57; number 69, O, carries -0.26; number 70, C, carries -0.77; number 71, H, carries 0.31; number 72, H, carries 0.23; number 73, H, carries 0.33; number 74, H, carries 0.34; number 75, H, carries 0.43; number 76, H, carries 0.39; number 77, H, carries 0.18; number 78, H, carries 0.19; number 79, H, carries 0.40; number 80, H, carries 0.43; number 81, H, carries 0.34; number 82, H, carries 0.32; number 83, H, carries 0.23; number 84, H, carries 0.32

=====

[4]
Below is a molecular structure, C6H9Cl2NO8P2Pd, with properties calculated with ωB97M-V with the def2-TZVPD basis set.

```
! wB97M-V def2-TZVPD RIJCOSX def2/J DEFGRID3
* xyz 1 2
Pd 0.281 -0.044 0.020
O 3.964 1.611 -1.342
P 2.906 0.491 -1.176
O 3.471 -0.772 -1.963
O 2.570 0.146 0.235
O 1.628 0.894 -2.014
P 0.713 2.284 -1.585
O -0.651 1.930 -2.310
O 1.443 3.410 -2.149
O 0.482 1.970 -0.106
H 3.796 2.271 -2.034
H -0.733 2.365 -3.170
Cl -2.265 0.192 0.218
C -2.271 0.160 2.013
Cl -0.651 0.456 2.638
H -2.603 -0.822 2.325
H -2.930 0.952 2.347
O 0.020 -2.000 0.396
N 1.235 -2.481 0.051
C 1.624 -2.155 -1.204
C 3.061 -2.120 -1.581
C 3.942 -2.669 -0.510
C 3.445 -3.127 0.653
C 2.070 -2.956 0.965
H 0.829 -2.079 -1.933
H 3.200 -2.694 -2.502
H 5.005 -2.679 -0.713
H 4.086 -3.542 1.418
H 1.639 -3.140 1.938
*
```

Computed properties:
energy above the lowest of the compared OMol25 structures with the same formula, charge and spin: 0.0 kcal per mole
max |F|: 1.8 eV Å⁻¹
LUMO (alpha / beta): -5.43 / -5.96 eV
E: -71336.208 eV

Charges per atom according to natural (NBO) partitioning, unit e: number 1, Pd, carries 1.06; number 2, O, carries -0.97; number 3, P, carries 2.59; number 4, O, carries -0.78; number 5, O, carries -1.11; number 6, O, carries -1.11; number 7, P, carries 2.52; number 8, O, carries -1.00; number 9, O, carries -1.07; number 10, O, carries -1.03; number 11, H, carries 0.56; number 12, H, carries 0.53; number 13, Cl, carries 0.06; number 14, C, carries -0.38; number 15, Cl, carries 0.04; number 16, H, carries 0.24; number 17, H, carries 0.25; number 18, O, carries -0.53; number 19, N, carries 0.00; number 20, C, carries 0.07; number 21, C, carries -0.03; number 22, C, carries -0.07; number 23, C, carries -0.26; number 24, C, carries 0.12; number 25, H, carries 0.26; number 26, H, carries 0.26; number 27, H, carries 0.25; number 28, H, carries 0.26; number 29, H, carries 0.26